Record 1
# C3H7NO3

A 2-piece molecular cluster, C3H7NO3 overall in a non-equilibrium geometry (ωB97M-V with the def2-TZVPD basis set, the Open Molecules 2025 dataset).

The geometry in ORCA input format:
```
! wB97M-V def2-TZVPD RIJCOSX def2/J DEFGRID3
* xyz 0 1
C -1.1313 0.3406 1.2085
C -1.1303 0.3156 -1.2143
N -0.8088 -0.3503 0.0042
C 1.7430 -0.4401 0.0057
O 1.2078 -1.5708 0.0164
O 3.1087 -0.3694 -0.0147
O 1.1306 0.6629 -0.0052
H 3.4246 -1.2837 0.0245
H -0.5780 -0.0982 2.0383
H -1.0066 1.4246 1.1774
H -1.0055 1.3999 -1.2055
H -2.1883 0.0405 -1.3820
H -2.1893 0.0689 1.3811
H -0.5764 -0.1404 -2.0344
*
```

Output
Energy above the lowest of the compared OMol25 structures with the same formula, charge and spin = 111.0 kcal per mole
Orbital gap (alpha / beta) = 7.09 / 7.09 eV
LUMO (alpha / beta) = -2.108 / -2.109 eV

Record 2
# C5H8O

C5H8O in the gas phase (ωB97M-V with the def2-TZVPD basis set, the Open Molecules 2025 dataset).

The geometry in ORCA input format:
```
! wB97M-V def2-TZVPD RIJCOSX def2/J DEFGRID3
* xyz 0 1
O 2.1895 0.0154 -1.2737
C 1.8078 0.5514 -0.2592
C 0.5768 0.1442 0.5052
C -0.0844 -1.1770 0.0664
C -1.4130 -0.4331 -0.1989
C -0.7129 0.9187 0.0775
H 2.3548 1.4298 0.1476
H 0.7719 0.2306 1.5798
H 0.3873 -1.5770 -0.8346
H -0.1177 -1.9585 0.8300
H -1.8241 -0.5481 -1.2055
H -2.1998 -0.6685 0.5232
H -0.5758 1.5341 -0.8172
H -1.1604 1.5379 0.8594
*
```

Output
Energy above the lowest of the compared OMol25 structures with the same formula, charge and spin = 27.4 kcal per mole
Orbital gap = 10.86 eV
SMILES string = O=CC1CCC1
LUMO = 1.106 eV

Record 3
# C4H7NO

C4H7NO in the gas phase in a non-equilibrium geometry (ωB97M-V with the def2-TZVPD basis set, the Open Molecules 2025 dataset).

The geometry in ORCA input format:
```
! wB97M-V def2-TZVPD RIJCOSX def2/J DEFGRID3
* xyz 0 1
C -0.8679 0.9060 0.9715
C 0.4413 0.1676 0.7273
C 0.5856 -0.2933 -0.7257
O 1.6170 -1.2479 -0.7643
C -0.7350 -0.8265 -1.1667
N -1.8291 -1.1202 -1.4071
H -1.7065 0.2010 1.0164
H -0.8289 1.4552 1.9182
H -1.0855 1.6121 0.1625
H 0.4924 -0.7331 1.3474
H 1.2995 0.8024 0.9757
H 0.8117 0.5677 -1.3757
H 1.8055 -1.4911 -1.6795
*
```

Output
Energy above the lowest of the compared OMol25 structures with the same formula, charge and spin = 27.3 kcal per mole
Orbital gap = 12.06 eV
SMILES string = CC[C@@H](O)C#N
LUMO = 0.596 eV

Record 4
# C35H48MoNO5

C35H48MoNO5 as an isolated structure in a non-equilibrium geometry (ωB97M-V with the def2-TZVPD basis set, the Open Molecules 2025 dataset).

The geometry in ORCA input format:
```
! wB97M-V def2-TZVPD RIJCOSX def2/J DEFGRID3
* xyz -1 3
C 2.3394 4.8682 -0.5854
C 2.6059 3.4806 0.0655
C 1.2371 4.7287 -1.6145
C 0.8230 3.2181 -1.7175
H 1.6022 5.0875 -2.5837
H 0.3991 5.3858 -1.3446
C 2.0411 2.4112 -0.8294
H 2.1283 3.4695 1.0531
H 3.6902 3.3948 0.2063
C 2.4514 0.8609 -0.3260
H 2.7235 2.4381 -1.6998
H 1.0657 2.9293 -2.7622
C -0.6427 3.1227 -1.5875
C 1.9756 5.8747 0.4985
C 3.5258 5.5727 -1.2410
O 3.4460 6.2785 -2.2337
O 1.1738 5.6471 1.3980
O 2.6490 7.0291 0.4118
O 4.7033 5.4030 -0.6227
C 5.6816 6.2857 -1.2052
H 6.6186 6.0944 -0.6835
H 5.3503 7.3231 -1.0567
H 5.7738 6.0886 -2.2806
C 2.3640 7.9604 1.4571
H 1.2868 8.1574 1.5334
H 2.9031 8.8641 1.1822
H 2.7242 7.5748 2.4205
O 1.8598 -0.1280 0.5719
H 3.4758 0.9796 0.1101
H 2.5731 0.3195 -1.2828
C -1.3661 2.2108 -2.5015
C -1.2640 3.6601 -0.3605
H -1.7880 4.5982 -0.5605
H -0.5110 3.8875 0.4122
H -1.9904 2.9705 0.0929
H -1.8987 1.4119 -1.9608
H -0.6708 1.7069 -3.1936
H -2.1042 2.7540 -3.1055
Mo 0.4687 -1.4691 0.6735
C 0.4546 -3.7781 -1.3780
C -0.1103 -2.5846 -1.8865
C 0.8027 -1.5032 -1.6391
H -1.0148 -2.5224 -2.4953
C 1.9798 -2.0994 -0.9924
C 1.7013 -3.4770 -0.7615
H 2.4317 -4.1634 -0.3366
H 0.0655 -4.7820 -1.5401
H 0.7219 -0.5103 -2.0624
H 2.9823 -1.6818 -0.9440
C -1.7686 -0.7978 2.1271
C -0.9172 -1.4725 3.0208
C 0.3748 -0.8568 2.9692
H -1.2165 -2.2379 3.7314
C 0.2612 0.3169 2.1363
C -1.0386 0.2517 1.4972
H -1.4348 1.0171 0.8533
H -2.8407 -0.9513 2.0283
H 1.2560 -1.1223 3.5499
H 0.8578 1.2039 2.2183
C -4.6988 -6.2235 -0.6176
C -4.0135 -4.8831 -0.5197
C -4.5893 -3.7754 -1.1304
C -3.9830 -2.5195 -1.0484
C -4.6951 -1.3717 -1.7079
C -2.7662 -2.3790 -0.3749
C -2.1298 -3.4708 0.3109
C -2.8396 -4.7072 0.2090
N -0.9193 -3.3304 0.9603
C -0.4361 -4.4614 1.7860
C -1.4596 -4.8420 2.8686
C -0.0977 -5.7108 0.9581
C 0.8561 -4.1021 2.5158
H -5.5693 -6.2738 0.0538
H -5.0669 -6.3913 -1.6396
H -4.0260 -7.0470 -0.3550
H -5.5357 -3.8862 -1.6713
H -4.9550 -1.6381 -2.7432
H -5.6434 -1.1517 -1.1938
H -4.0895 -0.4601 -1.7174
H -2.2795 -1.3992 -0.3827
H -2.4612 -5.6006 0.7008
H -2.4193 -5.1876 2.4764
H -1.0352 -5.6515 3.4761
H -1.6730 -3.9864 3.5128
H 0.9389 -5.6812 0.6158
H -0.2158 -6.5925 1.5987
H -0.7240 -5.8445 0.0760
H 0.6831 -3.4341 3.3600
H 1.2607 -5.0319 2.9308
H 1.6103 -3.6653 1.8488
*
```

Output
Energy above the lowest of the compared OMol25 structures with the same formula, charge and spin = 102.9 kcal per mole
Orbital gap (alpha / beta) = 5.29 / 5.30 eV
LUMO (alpha / beta) = 2.164 / 2.162 eV

Record 5
# C2H7O2P

C2H7O2P in the gas phase in a non-equilibrium geometry (ωB97M-V with the def2-TZVPD basis set, the Open Molecules 2025 dataset).

The geometry in ORCA input format:
```
! wB97M-V def2-TZVPD RIJCOSX def2/J DEFGRID3
* xyz 0 1
C 1.9857 -0.0589 0.0269
C 0.5225 -0.3527 -0.2954
O -0.1829 -0.1229 0.9755
O -1.5772 -0.5343 0.7100
P -2.3422 0.9402 0.4158
H 2.6035 -1.0080 0.0588
H 2.4104 0.5452 -0.7437
H 2.0347 0.4580 0.9661
H 0.4538 -1.3610 -0.4353
H 0.1159 0.3560 -1.1028
H -2.3077 0.7210 -1.0058
H -3.7165 0.4174 0.4300
*
```

Output
Energy above the lowest of the compared OMol25 structures with the same formula, charge and spin = 99.2 kcal per mole
Orbital gap = 10.82 eV
SMILES string = CCOOP
LUMO = 1.066 eV

Record 6
# C2H2ClP

C2H2ClP in the gas phase in a non-equilibrium geometry (ωB97M-V with the def2-TZVPD basis set, the Open Molecules 2025 dataset).

The geometry in ORCA input format:
```
! wB97M-V def2-TZVPD RIJCOSX def2/J DEFGRID3
* xyz 0 1
Cl -1.3513 1.3221 0.0601
C -0.0045 0.2624 -0.5618
C 0.6526 -0.5801 0.6816
P -0.2956 -1.5539 -0.2933
H 0.3890 0.7558 -1.5298
H 0.6097 -0.2062 1.6432
*
```

Output
Energy above the lowest of the compared OMol25 structures with the same formula, charge and spin = 44.3 kcal per mole
Orbital gap = 8.56 eV
SMILES string = Cl[C@H]1C=P1
LUMO = -0.719 eV

Record 7
# C3H5PS

C3H5PS as an isolated structure in a non-equilibrium geometry (ωB97M-V with the def2-TZVPD basis set, the Open Molecules 2025 dataset).

The geometry in ORCA input format:
```
! wB97M-V def2-TZVPD RIJCOSX def2/J DEFGRID3
* xyz 0 1
C -3.7563 -0.1504 -1.1083
C 0.9005 -0.3938 0.0231
C 1.3686 -1.6389 -0.6668
P -3.4187 -0.4528 0.4322
S -0.6713 -0.2223 0.3601
H -4.6152 0.5125 -1.3265
H -3.1662 -0.5074 -1.9787
H 2.4995 -1.7067 -0.7131
H 0.9724 -2.7001 -0.1731
H 0.9089 -1.5744 -1.6585
*
```

Output
Energy above the lowest of the compared OMol25 structures with the same formula, charge and spin = 101.6 kcal per mole
Orbital gap (alpha / beta) = 7.67 / 6.76 eV
LUMO (alpha / beta) = -0.603 / -1.053 eV

Record 8
# C2H2BrNO3

A 2-piece molecular cluster, C2H2BrNO3 overall in a non-equilibrium geometry (ωB97M-V with the def2-TZVPD basis set, the Open Molecules 2025 dataset).

The geometry in ORCA input format:
```
! wB97M-V def2-TZVPD RIJCOSX def2/J DEFGRID3
* xyz 0 1
C 1.3918 0.0879 -0.7959
N 1.4800 0.8281 0.2525
O 2.3789 1.3647 0.8639
Br -0.3279 1.5395 1.0597
H 0.3962 -0.2317 -1.0483
H 2.1413 -0.6294 -1.1659
O -3.1760 -0.0989 0.2073
C -2.4740 -0.9720 0.3328
O -1.8103 -1.8883 0.2940
*
```

Output
Energy above the lowest of the compared OMol25 structures with the same formula, charge and spin = 10.5 kcal per mole
Orbital gap = 8.84 eV
SMILES string = C=[N+]([O-])Br.O=C=O
LUMO = -1.408 eV

Record 9
# C30H30AsCl5N4O2RuSi2

C30H30AsCl5N4O2RuSi2 as an isolated structure in a non-equilibrium geometry (ωB97M-V with the def2-TZVPD basis set, the Open Molecules 2025 dataset).

The geometry in ORCA input format:
```
! wB97M-V def2-TZVPD RIJCOSX def2/J DEFGRID3
* xyz -1 2
Ru 0.2429 0.0916 -0.5220
O 2.4609 -1.9648 -3.3161
C 1.8550 -1.1698 -2.5972
N 1.4025 -1.3562 -1.3407
C 2.0002 -2.2732 -0.4604
C 2.7581 -3.3705 -0.8605
C 3.4472 -4.1264 0.0814
C 3.3855 -3.7803 1.4176
C 2.6089 -2.7030 1.8354
C 1.8696 -1.9574 0.9170
N 0.9419 -0.9226 1.2301
C 0.4954 -0.8407 2.5010
O 1.1083 -1.1288 3.5314
C -0.9715 -0.4956 2.7124
C -1.4497 -0.4340 4.0215
C -2.8099 -0.2997 4.2236
C -3.6542 -0.2367 3.1240
C -3.0825 -0.2897 1.8621
N -1.7784 -0.4096 1.6644
C 1.6049 0.2323 -3.0655
C 2.1447 0.6700 -4.2526
C 1.9553 1.9999 -4.5989
C 1.2474 2.8129 -3.7302
C 0.6974 2.3543 -2.5212
N 0.9084 1.0426 -2.2407
H 2.8148 -3.6024 -1.9108
H 4.0423 -4.9721 -0.2428
H 3.9398 -4.3471 2.1567
H 2.5649 -2.4408 2.8774
H -0.7460 -0.5110 4.8366
H -3.2122 -0.2514 5.2285
H -4.7272 -0.1477 3.2421
H -3.6881 -0.2386 0.9618
H 2.6871 -0.0445 -4.8556
H 2.3600 2.3952 -5.5252
H 1.1015 3.8560 -3.9946
H 0.5123 5.3088 -1.3928
Cl -1.3913 3.0133 -0.7879
C -0.4404 1.8994 0.1362
C -0.0085 2.3650 1.2682
C 0.5518 2.7716 2.3930
Cl 2.2661 3.0551 2.4932
C -0.3097 3.0283 3.5258
Cl 0.1828 2.4708 5.0860
C -1.4952 3.6399 3.3319
Cl -2.7623 3.3474 4.4700
C -1.7620 4.6216 2.1938
Cl -3.0854 5.8100 2.7715
C -3.8798 3.4561 -5.6041
Si -3.6767 3.1165 -3.7488
C -1.2701 -1.4066 -3.2794
C -5.4737 2.6105 -3.3734
As -1.5157 -0.5699 -1.4876
Si -2.7027 4.0635 0.6432
C -0.5772 5.5410 1.8475
C -4.0749 2.8748 0.9870
C -3.1738 5.4859 -0.4706
H -4.6229 4.2560 -5.7233
H -4.2936 2.5773 -6.1108
H -2.9601 3.7580 -6.1034
H -2.2258 -1.8075 -3.6167
H -0.5240 -2.2032 -3.2509
H -0.9228 -0.6550 -3.9962
H -6.0936 2.3542 -4.2352
H -5.9268 3.4846 -2.8819
H -5.5215 1.8050 -2.6363
H 0.3633 5.0043 1.8408
H -0.5178 6.3442 2.5802
H -0.7123 5.9928 0.8636
H -3.9237 2.3643 1.9356
H -4.1159 2.1270 0.1947
H -5.0331 3.3984 1.0288
H -2.5598 5.5076 -1.3718
H -3.0841 6.4431 0.0400
H -4.2146 5.3638 -0.7777
*
```

Output
Energy above the lowest of the compared OMol25 structures with the same formula, charge and spin = 306.9 kcal per mole
Orbital gap (alpha / beta) = 5.34 / 5.19 eV
LUMO (alpha / beta) = 1.308 / 1.162 eV

- energy above the lowest of the compared OMol25 structures with the same formula, charge and spin of number 1 (C3H7NO3)?
  111.0 kcal per mole

What did the ninth record say?
# C30H30AsCl5N4O2RuSi2

C30H30AsCl5N4O2RuSi2 as an isolated structure in a non-equilibrium geometry (ωB97M-V with the def2-TZVPD basis set, the Open Molecules 2025 dataset).

The geometry in ORCA input format:
```
! wB97M-V def2-TZVPD RIJCOSX def2/J DEFGRID3
* xyz -1 2
Ru 0.2429 0.0916 -0.5220
O 2.4609 -1.9648 -3.3161
C 1.8550 -1.1698 -2.5972
N 1.4025 -1.3562 -1.3407
C 2.0002 -2.2732 -0.4604
C 2.7581 -3.3705 -0.8605
C 3.4472 -4.1264 0.0814
C 3.3855 -3.7803 1.4176
C 2.6089 -2.7030 1.8354
C 1.8696 -1.9574 0.9170
N 0.9419 -0.9226 1.2301
C 0.4954 -0.8407 2.5010
O 1.1083 -1.1288 3.5314
C -0.9715 -0.4956 2.7124
C -1.4497 -0.4340 4.0215
C -2.8099 -0.2997 4.2236
C -3.6542 -0.2367 3.1240
C -3.0825 -0.2897 1.8621
N -1.7784 -0.4096 1.6644
C 1.6049 0.2323 -3.0655
C 2.1447 0.6700 -4.2526
C 1.9553 1.9999 -4.5989
C 1.2474 2.8129 -3.7302
C 0.6974 2.3543 -2.5212
N 0.9084 1.0426 -2.2407
H 2.8148 -3.6024 -1.9108
H 4.0423 -4.9721 -0.2428
H 3.9398 -4.3471 2.1567
H 2.5649 -2.4408 2.8774
H -0.7460 -0.5110 4.8366
H -3.2122 -0.2514 5.2285
H -4.7272 -0.1477 3.2421
H -3.6881 -0.2386 0.9618
H 2.6871 -0.0445 -4.8556
H 2.3600 2.3952 -5.5252
H 1.1015 3.8560 -3.9946
H 0.5123 5.3088 -1.3928
Cl -1.3913 3.0133 -0.7879
C -0.4404 1.8994 0.1362
C -0.0085 2.3650 1.2682
C 0.5518 2.7716 2.3930
Cl 2.2661 3.0551 2.4932
C -0.3097 3.0283 3.5258
Cl 0.1828 2.4708 5.0860
C -1.4952 3.6399 3.3319
Cl -2.7623 3.3474 4.4700
C -1.7620 4.6216 2.1938
Cl -3.0854 5.8100 2.7715
C -3.8798 3.4561 -5.6041
Si -3.6767 3.1165 -3.7488
C -1.2701 -1.4066 -3.2794
C -5.4737 2.6105 -3.3734
As -1.5157 -0.5699 -1.4876
Si -2.7027 4.0635 0.6432
C -0.5772 5.5410 1.8475
C -4.0749 2.8748 0.9870
C -3.1738 5.4859 -0.4706
H -4.6229 4.2560 -5.7233
H -4.2936 2.5773 -6.1108
H -2.9601 3.7580 -6.1034
H -2.2258 -1.8075 -3.6167
H -0.5240 -2.2032 -3.2509
H -0.9228 -0.6550 -3.9962
H -6.0936 2.3542 -4.2352
H -5.9268 3.4846 -2.8819
H -5.5215 1.8050 -2.6363
H 0.3633 5.0043 1.8408
H -0.5178 6.3442 2.5802
H -0.7123 5.9928 0.8636
H -3.9237 2.3643 1.9356
H -4.1159 2.1270 0.1947
H -5.0331 3.3984 1.0288
H -2.5598 5.5076 -1.3718
H -3.0841 6.4431 0.0400
H -4.2146 5.3638 -0.7777
*
```

Output
Energy above the lowest of the compared OMol25 structures with the same formula, charge and spin = 306.9 kcal per mole
Orbital gap (alpha / beta) = 5.34 / 5.19 eV
LUMO (alpha / beta) = 1.308 / 1.162 eV